{
  "formula": "C4H13NO2",
  "method": "ωB97M-V with the def2-TZVPD basis set",
  "symbols": ["C", "C", "C", "C", "N", "H", "H", "H", "H", "H", "H", "H", "H", "H", "O", "H", "H", "O", "H", "H"],
  "coordinates": [[0.02265, 1.44684, 0.57076], [-0.38240, 1.12503, -0.85687], [-1.76986, 1.43548, -1.29895], [0.52287, 0.61819, -1.68654], [1.79975, 0.14480, -1.27718], [-0.84175, 1.59925, 1.18741], [0.68824, 2.30841, 0.53443], [0.57039, 0.65032, 1.08344], [-2.51826, 0.68565, -1.05702], [-1.76319, 1.45042, -2.39821], [-2.12782, 2.42416, -1.02133], [0.43207, 0.61059, -2.76640], [2.46586, 0.19051, -2.03534], [2.18124, 0.68334, -0.50983], [-1.62012, -2.68546, 2.54341], [-0.80946, -3.18778, 2.69104], [-1.47209, -2.28590, 1.68062], [1.68235, -2.72126, 1.77720], [1.45110, -1.81073, 2.00998], [1.48843, -2.68183, 0.82942]],
  "forces_ev_per_a": [[0.1, -0.8, -0.5], [0.2, -0.2, 0.7], [0.0, 0.3, -1.5], [0.8, 0.1, -0.1], [-0.1, 0.5, 0.0], [-0.4, 0.5, 0.3], [-0.1, 0.3, 0.4], [0.1, -0.1, -0.3], [0.0, -0.1, 0.5], [-0.1, 0.0, 0.1], [0.0, 0.0, 0.4], [-0.6, -0.4, 0.0], [0.0, -0.1, 0.0], [0.0, -0.1, 0.1], [0.2, 0.0, -0.1], [0.0, 0.0, 0.1], [-0.1, 0.0, 0.0], [-0.5, 0.6, -0.4], [0.2, -0.2, 0.4], [0.2, -0.4, 0.0]],
  "smiles": "CC(C)=CN.O.O",
  "homo_energy_ev": -8.3,
  "gap_ev": 8.828,
  "de_lowest_kcal_mol": 20.14
}